Formula: C16H13CoF7N6O6SSb
Source: OMol25
Level of theory: ωB97M-V/def2-TZVPD

Results
E_HOMO (alpha / beta)   -8.650 / -8.650 eV
2S+1   1

```
51
C16H13CoF7N6O6SSb, DFT ωB97M-V/def2-TZVPD
Co 0.118 0.878 0.242
N 2.968 -6.261 -0.210
C 3.003 -4.893 -0.354
C 3.961 -4.130 0.323
C 3.974 -2.754 0.203
C 3.032 -2.122 -0.596
C 2.070 -2.865 -1.270
C 2.054 -4.239 -1.151
S 3.029 -0.374 -0.731
O 2.511 0.002 -2.009
O 4.282 0.115 -0.250
N 1.839 0.066 0.328
C 1.741 -0.139 1.650
N 0.453 0.200 1.952
C 0.057 0.286 3.212
C 0.938 -0.106 4.202
C 2.197 -0.548 3.795
N 2.626 -0.562 2.538
H 3.793 -6.715 0.141
H 2.455 -6.789 -0.894
H 4.700 -4.624 0.943
H 4.715 -2.162 0.723
H 1.344 -2.362 -1.896
H 1.308 -4.818 -1.680
H -0.951 0.632 3.401
H 0.659 -0.085 5.243
H 2.905 -0.900 4.537
F 0.211 1.876 -1.446
Sb 0.852 3.688 -0.885
F -0.951 4.070 -0.566
F 0.758 4.349 -2.621
F 1.416 5.213 0.018
F 2.583 3.044 -1.094
F 0.794 2.612 0.819
F -4.235 4.570 -2.755
C -4.454 3.544 -1.938
C -3.789 2.397 -2.066
N -4.035 1.322 -1.227
C -3.192 0.153 -1.279
C -1.931 0.366 -0.485
O -0.930 -0.412 -0.611
O -1.778 1.351 0.281
C -4.917 1.408 -0.164
O -5.078 0.503 0.627
N -5.599 2.601 -0.087
C -5.460 3.733 -0.890
O -6.110 4.730 -0.708
H -3.032 2.256 -2.825
H -2.915 -0.083 -2.306
H -3.733 -0.694 -0.860
H -6.257 2.674 0.676
```

Here are the Mulliken charges for atoms 1 to 6, given in e: Co 0.50; N -0.53; C 1.10; C -0.76; C -0.30; C -0.28

=====

Formula: C16H13F5N2ORu
Source: OMol25
Level of theory: ωB97M-V/def2-TZVPD

Results
E_HOMO (alpha / beta)   -16.118 / -15.902 eV
2S+1   5
Total charge   +2

```
38
C16H13F5N2ORu, DFT ωB97M-V/def2-TZVPD
Ru 0.273 0.277 0.405
C -2.320 -0.080 -0.870
N -1.672 1.106 -0.242
C -1.649 2.196 -1.243
C -2.482 1.541 0.921
C -2.135 0.668 2.099
C -3.041 0.541 3.204
C -2.713 -0.332 4.268
C -1.483 -0.968 4.179
C -0.618 -0.871 3.085
C -0.924 -0.106 1.988
H -3.337 0.257 -1.243
H -2.354 -0.997 -0.270
H -1.710 -0.220 -1.753
H -2.678 2.513 -1.494
H -1.213 1.802 -2.226
H -1.056 3.009 -0.879
H -3.563 1.561 0.676
H -2.287 2.584 1.171
H -3.974 1.122 3.190
H -3.425 -0.413 5.077
H -1.094 -1.581 4.985
H 0.372 -1.369 3.171
N 2.922 -0.760 1.174
C 1.769 -0.404 1.137
H 3.890 -0.836 1.572
F 4.926 -2.212 -4.052
C 3.982 -1.491 -3.400
C 4.067 -0.126 -3.342
F 4.960 0.534 -4.089
C 3.175 0.539 -2.519
F 3.296 1.886 -2.420
C 2.059 -0.142 -1.824
O 0.954 0.468 -1.474
C 2.024 -1.563 -1.986
F 1.196 -2.343 -1.292
C 2.966 -2.213 -2.808
F 2.896 -3.579 -2.878
```

Here are the Mulliken charges for atoms 1 to 6, given in e: Ru 0.35; C -0.95; N 0.04; C -0.92; C -0.73; C 0.96

=====

DFT total energy, record by record: -4117.96123; -1395.62900 Eh
ΔE to the lowest compared entry with this formula, charge and spin, record by record: 0.0; 10.1 kcal per mole